{
  "formula": "C21H26F12N7O2",
  "method": "the ωB97M-V functional and the def2-TZVPD basis",
  "total_energy_ev": -69309.9113,
  "homo_energy_ev": -10.8,
  "max_force_ev_per_a": 5.97,
  "total_charge": 1,
  "gap_ev": 6.408,
  "relative_energy_ev": 20.210,
  "species": ["N", "C", "C", "C", "N", "C", "N", "C", "F", "F", "C", "F", "F", "C", "F", "F", "F", "N", "N", "C", "F", "F", "C", "C", "C", "C", "C", "C", "F", "F", "F", "C", "H", "H", "H", "H", "H", "H", "H", "H", "H", "H", "H", "H", "C", "C", "O", "N", "C", "H", "H", "H", "H", "H", "H", "H", "C", "C", "O", "N", "C", "H", "H", "H", "H", "H", "H", "H"],
  "xyz": [[-0.89880, -6.22604, -1.09884], [0.06145, -5.03236, -1.16718], [-0.21374, -4.18625, -2.58347], [-0.38895, -2.61729, -2.13252], [0.50607, -1.79103, -1.21717], [-0.09914, -0.41175, -1.07911], [0.41166, 0.61337, -0.32227], [-0.19401, 1.98660, -0.13251], [-1.10399, 1.87325, 1.06605], [-0.86064, 2.55148, -1.32826], [1.06871, 2.97261, 0.34653], [2.28743, 2.69436, -0.50187], [1.34466, 2.57177, 1.77602], [0.67256, 4.56239, 0.39289], [1.89244, 5.27716, 0.92592], [0.39851, 5.17810, -0.93134], [-0.41297, 4.88001, 1.39396], [-1.35669, -0.36759, -1.91837], [-1.47300, -1.63345, -2.51614], [-2.66485, -1.81766, -3.44684], [-2.53583, -2.96774, -4.38005], [-2.86972, -0.60540, -4.32451], [-3.98085, -2.02350, -2.43881], [-4.22245, -3.56880, -1.88745], [-5.49772, -3.80550, -0.84090], [-6.46451, -2.51538, -0.41871], [-6.20425, -0.97754, -1.00343], [-7.13037, 0.32713, -0.62436], [-8.17438, -0.06769, 0.36316], [-6.21705, 1.32437, 0.03249], [-7.69589, 1.02476, -1.81536], [-4.93698, -0.73643, -2.01844], [-0.43573, -7.03691, -0.59328], [-1.79114, -5.95026, -0.58883], [-0.17729, -4.37421, -0.22813], [1.14515, -5.48027, -1.12331], [0.71879, -4.30816, -3.30027], [-1.16746, -4.67677, -3.05378], [1.32702, 0.41919, 0.18264], [-2.04785, 0.40140, -2.09579], [-3.48770, -4.42985, -2.21289], [-5.66175, -4.89728, -0.43565], [-7.35876, -2.69521, 0.34394], [-4.72483, 0.35280, -2.41467], [2.30447, 7.40243, 6.03309], [3.08834, 6.11955, 6.03085], [3.90956, 5.85439, 6.90574], [2.86830, 5.23352, 5.01793], [1.95668, 5.35377, 3.90508], [2.59078, 8.00276, 6.90156], [2.52316, 7.97714, 5.12917], [1.23456, 7.18802, 6.09946], [3.43384, 4.39571, 5.08764], [1.26119, 4.51179, 3.94469], [2.53917, 5.29434, 2.98242], [1.39737, 6.28995, 3.92357], [3.85381, -1.47539, -1.36994], [4.20862, -2.86027, -0.90472], [3.35217, -3.70880, -0.66674], [5.52788, -3.16719, -0.74710], [6.67688, -2.32243, -0.97098], [2.76643, -1.38447, -1.44719], [4.21166, -0.73468, -0.64988], [4.28656, -1.28879, -2.35634], [5.68399, -4.11734, -0.43173], [7.30682, -2.80061, -1.72512], [7.23255, -2.25113, -0.03275], [6.40004, -1.32264, -1.30773]],
  "nbo_charge": [-0.87, -0.22, -0.49, 0.53, -0.47, 0.61, -0.64, 0.79, -0.31, -0.30, 0.58, -0.30, -0.31, 0.94, -0.32, -0.29, -0.30, -0.39, -0.26, 0.83, -0.31, -0.34, -0.14, -0.19, -0.20, -0.15, -0.12, 0.97, -0.32, -0.34, -0.32, -0.18, 0.39, 0.36, 0.20, 0.25, 0.30, 0.29, 0.49, 0.48, 0.26, 0.27, 0.28, 0.26, -0.72, 0.67, -0.62, -0.62, -0.41, 0.25, 0.23, 0.23, 0.40, 0.19, 0.20, 0.22, -0.73, 0.68, -0.65, -0.61, -0.41, 0.24, 0.22, 0.24, 0.41, 0.21, 0.21, 0.21]
}